DFT (the ωB97M-V functional and the def2-TZVPD basis) results for a structure of composition CH14N2O5 in a non-equilibrium geometry.

Kohn-Sham gap, eV: 3.84
DFT total energy, eV: -14473.9050
Relative energy (zero: lowest compared OMol25 entry of this formula, charge and spin), kcal per mole: 198.0
Spin multiplicity: 1
HOMO energy, eV: -9.77

Atoms and positions in Å:
N  -0.400  1.666  0.480
C  -1.724  1.098  0.268
N  -1.883  -0.262  0.821
H  0.176  1.520  -0.330
H  -2.572  1.794  0.703
H  -1.904  1.049  -0.842
H  -2.746  -0.447  1.275
H  1.154  0.312  -1.785
H  2.153  0.438  0.635
O  0.297  0.396  -2.239
H  -0.236  -0.387  -2.013
H  -1.575  -2.204  -1.885
O  -1.151  -1.563  -1.298
H  -1.762  -0.971  0.027
H  3.319  0.681  -0.548
O  2.395  0.686  -0.406
H  1.171  -1.308  1.077
H  0.286  -1.932  -0.034
O  0.970  -2.150  0.530
H  2.263  0.169  2.487
H  0.130  1.225  1.272
O  1.640  0.187  1.804